Record 1
# C53H85BClF3NO26S

8 unconnected molecules or ions with the total composition C53H85BClF3NO26S at a distorted geometry (ωB97M-V/def2-TZVPD, OMol25).

Atoms and positions in Å:
C 5.37 1.93 -2.77
C 5.19 1.87 -1.24
C 3.85 1.28 -0.81
Cl 4.05 -0.41 -0.19
C 3.26 2.09 0.35
O 3.47 3.46 0.12
B 2.31 4.21 0.59
C 2.00 5.47 -0.37
C 1.89 5.08 -1.85
C 0.72 4.18 -2.19
O 0.90 3.51 -3.45
S 2.87 4.85 2.45
O 2.20 4.08 3.50
O 4.32 4.96 2.59
C 2.30 6.60 2.80
F 2.76 7.48 1.89
F 2.77 6.98 4.01
F 0.96 6.68 2.83
O 1.27 3.24 0.82
C 1.75 1.93 0.57
C 1.36 0.96 1.69
C 0.45 -0.17 1.23
C -0.94 0.33 0.77
C -2.10 -0.08 1.70
C -3.02 -1.18 1.17
C -3.64 -0.93 -0.20
C -4.66 0.21 -0.21
C -6.02 -0.17 0.38
C -6.69 0.94 1.23
C -7.84 1.70 0.52
C -9.18 1.70 1.30
C -9.67 3.08 1.72
N -10.73 3.62 0.88
C -11.52 4.67 1.25
C -12.38 4.95 0.23
C -12.11 4.03 -0.81
C -11.09 3.23 -0.38
H 4.70 1.24 -3.27
H 6.38 1.66 -3.07
H 5.17 2.94 -3.15
H 5.27 2.85 -0.80
H 5.99 1.24 -0.85
H 3.15 1.23 -1.64
H 3.83 1.83 1.26
H 1.12 6.02 -0.03
H 2.84 6.16 -0.28
H 2.84 4.61 -2.15
H 1.79 6.00 -2.44
H 0.56 3.44 -1.42
H -0.19 4.78 -2.32
H 1.84 3.33 -3.55
H 1.30 1.59 -0.38
H 2.29 0.51 2.07
H 0.96 1.52 2.53
H 0.95 -0.70 0.42
H 0.34 -0.89 2.05
H -0.90 1.42 0.72
H -1.12 -0.02 -0.25
H -2.71 0.80 1.91
H -1.67 -0.43 2.64
H -3.85 -1.26 1.88
H -2.52 -2.16 1.20
H -2.88 -0.75 -0.96
H -4.14 -1.85 -0.53
H -4.81 0.49 -1.26
H -4.26 1.10 0.28
H -5.93 -1.07 1.00
H -6.69 -0.44 -0.43
H -7.05 0.49 2.15
H -5.91 1.64 1.53
H -7.52 2.72 0.33
H -7.99 1.22 -0.44
H -9.94 1.22 0.68
H -9.07 1.09 2.19
H -10.00 3.09 2.76
H -8.83 3.77 1.67
H -11.41 5.16 2.20
H -13.13 5.73 0.22
H -12.60 3.99 -1.76
H -10.61 2.41 -0.88
C 3.48 -0.78 4.75
C 4.45 -1.89 4.44
C 4.97 -1.90 3.02
O 5.29 -3.29 2.83
C 4.49 -4.01 3.65
O 4.38 -5.19 3.61
O 3.84 -3.20 4.51
H 4.02 0.16 4.86
H 2.74 -0.67 3.95
H 2.94 -0.99 5.67
H 5.28 -1.88 5.15
H 5.85 -1.28 2.87
H 4.20 -1.62 2.30
C 6.37 -4.21 0.11
C 6.26 -4.26 -1.39
C 5.99 -5.62 -1.99
O 6.58 -5.48 -3.31
C 7.57 -4.56 -3.22
O 8.36 -4.35 -4.08
O 7.52 -3.93 -2.03
H 5.39 -4.29 0.57
H 6.99 -5.03 0.48
H 6.84 -3.28 0.43
H 5.53 -3.53 -1.74
H 4.94 -5.87 -2.07
H 6.52 -6.41 -1.47
C -10.11 -1.41 -4.53
C -9.14 -1.17 -3.40
C -8.71 0.26 -3.18
O -7.41 0.10 -2.59
C -6.91 -1.09 -3.04
O -5.79 -1.45 -2.88
O -7.87 -1.79 -3.68
H -11.12 -1.09 -4.24
H -9.82 -0.86 -5.42
H -10.15 -2.46 -4.79
H -9.52 -1.60 -2.47
H -9.35 0.82 -2.52
H -8.59 0.80 -4.13
C 7.36 -11.68 -1.04
C 6.37 -10.90 -0.22
C 4.91 -11.04 -0.62
O 4.36 -9.80 -0.19
C 5.35 -8.87 -0.21
O 5.19 -7.71 -0.09
O 6.54 -9.48 -0.41
H 7.33 -12.73 -0.75
H 7.14 -11.60 -2.10
H 8.37 -11.30 -0.88
H 6.49 -11.10 0.84
H 4.40 -11.87 -0.13
H 4.79 -11.12 -1.70
C 5.10 1.58 10.55
C 4.96 1.46 9.06
C 4.68 0.07 8.52
O 5.23 0.15 7.20
C 6.23 1.07 7.22
O 7.00 1.24 6.34
O 6.21 1.75 8.39
H 4.12 1.54 11.02
H 5.72 0.77 10.95
H 5.57 2.52 10.81
H 4.22 2.17 8.68
H 3.62 -0.17 8.47
H 5.21 -0.70 9.08
C -7.71 -3.54 -9.56
C -9.10 -2.97 -9.41
C -9.19 -1.47 -9.23
O -10.42 -1.34 -8.50
C -10.61 -2.48 -7.80
O -11.43 -2.63 -6.95
O -9.72 -3.43 -8.20
H -7.32 -3.34 -10.55
H -7.03 -3.10 -8.82
H -7.72 -4.62 -9.40
H -9.73 -3.29 -10.24
H -9.25 -0.91 -10.16
H -8.38 -1.08 -8.61
C 9.27 6.52 1.01
C 7.98 6.18 0.30
C 7.43 4.80 0.55
O 6.69 4.56 -0.66
C 7.26 5.28 -1.65
O 7.00 5.18 -2.80
O 8.17 6.15 -1.13
H 9.07 6.72 2.06
H 9.98 5.70 0.94
H 9.72 7.40 0.57
H 7.22 6.93 0.51
H 6.77 4.73 1.41
H 8.22 4.04 0.62

Computed properties:
- molecular weight (g mol⁻¹) = 1287.57
- LUMO energy (hartree) = 0.0544
- orbital gap (eV) = 7.27
- net charge = -1
- E_tot (hartree) = -5264.62982

These are the Mulliken partial charges, in e, on atoms 1 to 99: -1.4669 0.4325 -0.1040 -0.1302 -0.2467 0.0603 -0.9408 -0.7072 -0.3985 0.1586 -0.6173 1.3382 -0.7852 -0.7511 0.4941 -0.2323 -0.2325 -0.2564 -0.4143 0.6781 -0.7902 -1.2119 0.2609 -1.0492 -0.8396 -0.7825 -0.9348 -0.2555 -1.0245 0.8640 -1.2524 -0.6075 0.2530 -0.5202 -0.5334 -0.5786 0.1537 0.4328 0.3162 0.3230 -0.4173 0.5795 0.5783 0.4846 0.3042 0.1775 -0.0889 0.4331 -0.2127 0.3945 0.3383 0.0672 -0.2533 0.3918 0.3858 0.4961 0.0446 0.3529 0.3273 0.4893 0.3158 0.3874 0.4554 0.3387 0.2503 0.6816 0.5107 -0.0709 0.4205 0.3235 0.5944 -1.0836 0.6069 0.4491 0.4250 0.3598 0.3734 0.4007 0.4257 -0.1283 -1.1315 0.6310 0.0758 -0.2795 0.5904 -0.5923 -0.4219 0.3181 0.1015 0.3016 0.2283 0.3999 -0.2078 -1.4297 0.6291 -0.3348 -0.3921 0.6241 -0.5662

Record 2
# C53H95B2F12Hg3N5O21P2

A molecular structure, C53H95B2F12Hg3N5O21P2 at a distorted geometry (ωB97M-V/def2-TZVPD, OMol25).

Atoms and positions in Å:
Hg 3.13 1.30 -4.37
Hg -1.19 1.72 5.75
Hg -0.26 -2.71 4.33
O -1.50 1.92 -2.93
C -0.79 1.86 -1.95
O -1.15 1.76 -0.74
B -0.05 1.46 0.16
O 1.12 1.53 -0.63
C 0.82 1.80 -1.85
O 1.57 1.84 -2.87
O -0.09 0.08 0.73
C 0.00 0.01 2.07
O 0.03 -0.97 2.82
C 0.00 1.49 2.51
O 0.00 2.30 1.40
O -0.08 1.90 3.66
O 1.69 -3.45 3.11
C 2.46 -3.37 2.11
O 2.11 -2.80 0.94
B 3.19 -2.79 -0.04
O 4.31 -3.43 0.72
C 3.96 -3.82 1.92
O 4.52 -4.56 2.69
O 3.40 -1.47 -0.55
C 3.15 -1.45 -1.89
O 3.35 -0.52 -2.72
C 2.93 -2.94 -2.34
O 2.78 -3.62 -1.26
O 2.87 -3.35 -3.47
P 1.71 -0.30 5.81
F 1.36 1.35 6.04
F 2.09 0.04 4.25
F 3.30 -0.12 6.28
F 1.76 -1.92 5.57
F 1.48 -0.51 7.45
F 0.09 -0.53 5.54
P -3.53 -0.91 4.12
F -4.28 -2.37 4.01
F -3.88 -0.50 5.62
F -2.17 -1.76 4.49
F -2.50 0.31 4.26
F -3.07 -1.11 2.59
F -4.67 0.05 3.69
C -3.20 5.54 4.87
C -2.24 4.75 5.78
C -1.72 5.67 6.82
C -2.82 5.81 7.99
C -3.30 4.42 8.42
C -3.89 3.58 7.29
N -2.89 3.47 6.19
O -3.38 2.79 5.12
C -4.07 2.07 7.81
C -5.32 4.03 6.81
C -0.92 4.39 4.84
H -3.89 6.10 5.50
H -3.70 4.90 4.15
H -2.71 6.33 4.29
H -0.89 5.23 7.35
H -1.48 6.66 6.42
H -3.66 6.41 7.65
H -2.20 6.26 8.77
H -4.11 4.41 9.16
H -2.47 3.95 8.94
H -4.62 1.98 8.75
H -4.55 1.44 7.07
H -3.18 1.62 8.26
H -5.76 4.84 7.40
H -5.41 4.51 5.84
H -5.95 3.15 6.88
H -0.21 5.19 4.63
H -1.25 4.01 3.87
H -0.18 3.76 5.33
H -4.15 3.32 4.87
C 6.11 4.25 -0.84
C 4.68 3.60 -0.69
C 3.96 4.32 0.49
C 3.63 5.80 0.17
C 2.90 5.87 -1.23
C 3.55 5.13 -2.47
N 3.93 3.75 -2.00
O 4.54 2.99 -2.96
C 2.55 5.14 -3.64
C 4.69 5.97 -3.04
C 4.77 2.17 -0.20
H 6.34 5.25 -1.21
H 6.64 3.67 -1.60
H 6.81 3.87 -0.09
H 2.96 3.90 0.56
H 4.31 4.06 1.49
H 4.47 6.48 0.02
H 3.15 6.28 1.02
H 2.84 6.93 -1.49
H 1.89 5.49 -1.05
H 2.12 6.14 -3.54
H 2.86 4.99 -4.67
H 1.68 4.49 -3.47
H 5.41 5.38 -3.60
H 4.43 6.77 -3.73
H 5.29 6.54 -2.32
H 5.36 2.32 0.71
H 5.30 1.46 -0.83
H 3.76 1.88 0.10
H 5.41 3.34 -2.75
C -2.76 -1.68 -1.70
C -1.94 -2.47 -2.76
C -2.12 -3.95 -2.74
C -3.42 -4.52 -3.33
C -3.52 -3.94 -4.76
C -3.23 -2.37 -5.00
N -2.08 -1.94 -4.15
O -1.75 -0.61 -4.32
C -2.90 -2.10 -6.44
C -4.52 -1.74 -4.55
C -0.52 -2.25 -2.40
H -2.60 -2.03 -0.69
H -3.82 -1.79 -1.89
H -2.60 -0.60 -1.69
H -1.25 -4.48 -3.11
H -2.21 -4.14 -1.67
H -4.26 -4.22 -2.71
H -3.46 -5.60 -3.29
H -4.44 -4.29 -5.22
H -2.93 -4.55 -5.44
H -3.70 -2.47 -7.08
H -2.78 -1.02 -6.56
H -2.06 -2.71 -6.78
H -5.00 -2.14 -3.66
H -4.37 -0.68 -4.35
H -5.31 -1.84 -5.29
H 0.17 -2.66 -3.15
H -0.41 -2.84 -1.49
H -0.18 -1.25 -2.15
H -2.45 -0.17 -3.83
C 0.70 2.67 -5.90
C 0.67 1.43 -6.78
C 1.25 2.03 -8.13
C 1.45 0.98 -9.16
C 2.40 -0.04 -8.52
C 1.97 -0.75 -7.18
N 1.59 0.37 -6.24
O 1.21 -0.03 -4.94
C 0.97 -1.85 -7.52
C 3.24 -1.36 -6.56
C -0.84 0.99 -6.91
H -0.19 3.26 -6.16
H 1.50 3.35 -6.18
H 0.60 2.69 -4.81
H 0.67 2.76 -8.70
H 2.30 2.21 -7.94
H 2.06 1.35 -9.99
H 0.56 0.48 -9.54
H 3.43 0.32 -8.44
H 2.42 -0.71 -9.38
H 0.16 -1.44 -8.12
H 1.43 -2.72 -7.99
H 0.61 -2.21 -6.56
H 3.92 -1.80 -7.28
H 3.88 -0.57 -6.16
H 2.84 -2.08 -5.84
H -0.92 -0.07 -7.17
H -1.42 1.72 -7.46
H -1.26 1.19 -5.92
H 0.32 -0.28 -5.20
C -1.51 -3.72 1.61
C -1.16 -5.10 2.28
C 0.00 -5.76 1.57
C 0.78 -6.87 2.23
C 1.26 -6.55 3.57
C 0.01 -6.12 4.48
N -0.83 -5.00 3.78
O -1.92 -4.50 4.45
C -0.83 -7.39 4.87
C 0.69 -5.50 5.69
C -2.48 -6.01 2.02
H -2.00 -3.78 0.64
H -0.52 -3.30 1.42
H -2.24 -3.07 2.08
H -0.36 -6.28 0.68
H 0.52 -4.97 1.02
H 1.64 -7.16 1.63
H 0.17 -7.77 2.31
H 2.22 -6.02 3.59
H 1.54 -7.48 4.07
H -0.42 -8.05 5.64
H -1.69 -7.01 5.42
H -1.33 -7.84 4.01
H 1.53 -4.87 5.38
H -0.09 -4.89 6.14
H 0.96 -6.27 6.41
H -2.38 -7.03 2.38
H -3.08 -6.09 1.11
H -3.19 -5.53 2.69
H -2.59 -5.20 4.45

Computed properties:
- molecular weight (g mol⁻¹) = 2051.67
- LUMO energy (hartree) = -0.2640
- orbital gap (eV) = 4.54
- net charge = +2
- E_tot (hartree) = -6321.08347

These are the Mulliken partial charges, in e, on atoms 1 to 99: 1.7271 1.5859 2.8455 -0.6638 0.6099 -0.5516 0.0983 -0.2351 -0.5526 1.0695 -0.0486 0.2593 0.8579 -0.5682 -0.5627 -0.1372 -0.5589 0.0324 0.3731 0.7650 -0.6184 0.0282 -0.5739 -0.1959 -0.0077 -0.4608 0.3534 -0.4675 -0.5877 1.4233 -0.4454 -0.2859 -0.3395 -0.4520 -0.3676 -0.6534 1.0688 -0.3436 -0.3418 -0.6682 -0.4386 -0.4110 -0.3699 -1.8867 1.9206 -1.2334 -0.6336 -1.4397 1.0479 0.6516 0.3353 -1.8751 -1.5197 -3.0207 0.4143 0.3912 0.4625 0.4285 0.4272 0.3209 0.4359 0.5244 0.3598 0.4592 0.4731 0.3455 0.3525 0.3945 0.4543 0.4778 0.5581 0.6524 0.1339 -1.6133 1.2671 -1.0744 -1.1645 -1.4328 1.9787 1.0819 -0.2296 -1.9181 -2.0436 -1.8118 0.2977 0.4990 0.4558 0.0103 0.6164 0.4117 0.4637 0.5226 0.4340 0.5750 0.3793 0.1460 0.3856 0.4572 0.3838